62
Properties=species:S:1:pos:R:3:forces:R:3 method="wB97M-V/def2-TZVPD" homo_lumo_gap_ev="6.833 / 5.959" charge=-1 molar_mass_da=709.960 spin_multiplicity=6 relative_energy_ev=1.2904
Ru 0.3283 -0.0981 -1.0794 -0.09 0.14 -0.15
N 0.4844 2.7905 1.9324 0.05 0.07 0.08
C 0.9552 1.5863 2.7212 0.02 -0.08 0.11
C 1.4650 1.9998 4.0845 0.00 0.04 -0.01
P 2.1193 0.6738 1.6337 0.03 0.22 -0.03
O 3.5311 1.3137 2.1006 -0.13 0.13 -0.10
O 2.0602 -0.7785 1.9441 0.03 -0.14 0.00
O 1.7937 1.1683 0.2354 0.14 -0.24 0.08
P -0.6143 0.5840 2.7228 0.00 0.17 -0.15
O -0.1884 -0.8052 3.3800 -0.01 -0.11 0.04
O -1.5990 1.3092 3.5650 0.03 0.00 0.03
O -0.8092 0.4956 1.2351 -0.11 -0.28 0.18
H 1.1536 3.5572 1.9661 -0.04 0.03 0.05
H -0.4342 3.0758 2.2883 0.04 0.08 0.01
H 0.3815 2.4907 0.9512 -0.09 -0.08 -0.19
H 2.3185 2.6784 4.0106 0.00 0.00 0.01
H 1.7972 1.1099 4.6178 0.00 0.00 0.00
H 0.6635 2.4598 4.6663 -0.01 -0.01 0.00
H 4.2164 1.0597 1.4653 0.04 -0.04 0.00
H 0.6155 -1.1275 2.8976 -0.04 0.09 -0.03
C -1.8817 -3.2987 2.0212 0.00 0.03 0.04
N -2.5063 -2.1668 1.3668 0.00 -0.05 0.06
C -3.5441 -1.4261 1.8902 -0.05 0.07 -0.04
C -3.7892 -0.4323 1.0204 0.00 -0.05 0.08
N -2.9145 -0.5754 -0.0435 0.01 0.08 -0.02
C -2.1005 -1.6299 0.2009 0.07 0.02 -0.12
S -0.7870 -2.2682 -0.6893 -0.01 -0.11 -0.02
C -2.8300 0.4664 -1.0421 0.01 0.02 0.00
C -4.0075 1.0551 -1.4060 -0.10 0.04 -0.07
C -3.9172 2.1685 -2.2959 -0.06 -0.07 0.08
C -2.7315 2.6321 -2.7139 0.21 -0.02 -0.02
C -1.4461 2.0061 -2.2479 -0.41 0.05 0.04
N -1.6253 0.8032 -1.4882 0.21 0.00 0.19
H -2.0709 -3.2162 3.0888 0.00 -0.01 0.00
H -0.8105 -3.2645 1.8430 0.00 0.01 -0.02
H -2.2830 -4.2365 1.6366 0.02 -0.01 -0.01
H -3.9767 -1.6448 2.8488 0.01 0.00 0.00
H -4.4547 0.4057 1.0871 0.01 0.00 -0.02
H -4.9592 0.6653 -1.0816 0.01 0.00 0.01
H -4.8293 2.6466 -2.6352 0.00 0.00 0.00
H -2.6463 3.4724 -3.3912 0.01 -0.02 -0.01
H -0.0983 3.3877 -2.0730 0.00 -0.01 0.04
O 0.1153 2.6125 -3.9519 0.00 -0.01 0.04
C -0.5989 1.7384 -3.5053 0.12 0.08 -0.02
O -0.6841 2.9422 -1.4369 0.07 0.06 0.01
C -0.6880 0.3399 -4.1028 -0.09 -0.28 -0.18
O -1.2553 0.1516 -5.1678 0.04 0.09 0.05
O -0.0888 -0.5098 -3.3599 -0.03 0.07 -0.02
Cl 4.9486 -0.1315 -0.4760 -0.02 -0.05 -0.05
C 3.8860 -1.4492 -0.9466 0.01 0.07 0.13
C 4.1817 -2.7006 -0.4561 0.01 -0.03 0.02
C 3.4439 -3.8000 -0.8787 0.01 0.01 0.00
C 2.4382 -3.6245 -1.8226 0.00 0.01 0.01
C 2.1449 -2.3664 -2.3082 -0.04 -0.09 -0.05
C 2.8320 -1.2092 -1.8564 -0.14 0.15 -0.11
C 2.4287 0.0885 -2.3018 0.44 0.02 -0.02
H 4.9926 -2.8147 0.2503 0.00 0.00 0.00
H 3.6666 -4.7822 -0.4835 0.00 0.00 0.01
H 1.8702 -4.4768 -2.1734 -0.01 0.01 -0.01
H 1.3543 -2.2249 -3.0357 0.00 0.01 0.00
H 2.0140 0.1780 -3.2925 -0.11 -0.07 0.03
H 2.9697 0.9456 -1.9288 -0.03 -0.02 0.05